The following is a quantum chemistry calculation of a cluster of 22 separate species, C72H206N18O22 in total in a non-equilibrium geometry, from the OMol25 dataset.

Atoms and positions in Å:
C  27.48443  19.37825  16.34167
C  27.31517  19.65806  17.82847
C  28.52336  20.50675  18.27056
O  28.49978  20.91687  19.57324
C  29.49620  21.85870  19.83213
N  26.02284  20.21774  18.14962
H  27.32483  20.21705  15.62441
H  26.78790  18.56572  16.11265
H  28.47711  18.98041  16.22236
H  27.36365  18.63432  18.25294
H  28.60796  21.35315  17.57641
H  29.42984  19.94112  18.00008
H  29.47509  22.65682  19.03982
H  30.45990  21.33387  19.90244
H  29.34360  22.31272  20.82865
H  26.04611  21.19570  17.98797
H  25.87825  20.21946  19.15662
C  22.62293  23.71883  19.70408
C  23.09949  22.22679  19.59930
C  22.30422  21.24148  20.52135
O  21.04778  21.10700  19.91502
C  20.35979  20.00479  20.54182
N  23.16620  21.77907  18.15602
H  23.20912  24.32364  19.04579
H  22.65952  24.07282  20.72207
H  21.63128  23.73408  19.24082
H  24.17354  22.14924  19.84100
H  22.28095  21.51745  21.55710
H  22.87940  20.31065  20.34235
H  20.99643  19.16556  20.48959
H  19.36713  19.82348  20.10821
H  20.23701  20.20462  21.63164
H  23.79045  20.98090  18.03253
H  22.23282  21.62777  17.81522
C  23.90081  26.38689  24.98904
C  22.98231  25.53589  25.85041
C  23.69903  24.39976  26.56157
O  24.06208  23.40818  25.60126
C  24.90973  22.42450  26.10857
N  22.26571  26.41700  26.83937
H  24.22432  25.87559  24.09616
H  24.74966  26.80944  25.49170
H  23.42974  27.25200  24.64894
H  22.13823  25.04497  25.24589
H  23.05882  23.98326  27.35374
H  24.63780  24.76185  27.06317
H  25.19364  21.70234  25.36230
H  24.51130  21.86612  26.95734
H  25.82360  22.91714  26.49394
H  22.73733  27.33918  26.94361
H  22.28073  25.91016  27.71572
C  21.36574  20.96468  24.76225
C  21.51588  19.68695  25.57476
C  22.71028  18.94841  25.09798
O  22.44619  18.57496  23.73442
C  23.32234  17.49790  23.19903
N  21.67330  19.94576  27.00863
H  20.32519  21.26816  24.83886
H  21.44822  20.71091  23.69807
H  22.10816  21.64649  25.13381
H  20.63351  19.11493  25.42450
H  22.91362  17.97186  25.62658
H  23.62958  19.47633  25.25817
H  22.76847  16.64883  22.81552
H  24.10950  17.21077  23.91800
H  23.78468  17.93456  22.28284
H  20.83006  20.48906  27.28395
H  21.56560  19.10993  27.54836
C  19.33922  27.12350  20.46686
C  19.53333  26.97599  22.00189
C  20.32606  25.72154  22.27434
O  19.55823  24.61338  21.78787
C  19.94526  23.28579  22.04480
N  20.28971  28.11020  22.51228
H  18.86620  28.09786  20.22337
H  18.63451  26.40166  20.03156
H  20.30988  26.97830  19.92395
H  18.53104  26.99016  22.54526
H  20.50431  25.70891  23.39206
H  21.35413  25.70781  21.78627
H  20.36466  22.86275  21.12140
H  18.96060  22.74373  22.17445
H  20.55429  23.23812  22.95990
H  21.06188  28.37067  21.89297
H  20.60580  27.91770  23.45008
C  20.31689  25.20126  14.44809
C  20.68185  26.00794  15.72627
C  19.73348  27.12357  16.07760
O  19.68399  28.00828  15.02006
C  18.99808  29.18469  15.17395
N  20.97198  25.25623  16.97412
H  20.92467  24.29906  14.26765
H  20.56526  25.91564  13.64521
H  19.33718  24.78943  14.55250
H  21.63121  26.47926  15.38197
H  20.00586  27.74256  16.96536
H  18.77736  26.62087  16.39903
H  17.86084  29.03089  15.10092
H  19.34308  29.85626  14.31326
H  19.25184  29.68471  16.11496
H  22.01181  25.01756  16.92133
H  20.54210  24.33684  16.97167
C  15.86761  12.58474  20.18103
C  16.99990  12.08205  21.09868
C  17.45252  13.05205  22.19259
O  17.24568  14.36108  21.86163
C  17.49084  15.30730  22.88104
N  16.53451  10.83911  21.73364
H  15.01928  12.99083  20.72318
H  15.58398  11.81963  19.47528
H  16.13680  13.53484  19.62595
H  17.83221  11.82412  20.45846
H  18.53408  12.93544  22.38085
H  16.97276  12.79659  23.12161
H  18.58863  15.44152  22.94430
H  17.17423  14.91351  23.89649
H  16.96162  16.24036  22.60967
H  17.27249  10.44939  22.34410
H  16.39080  10.18398  20.96422
C  27.69176  26.41962  23.22677
C  28.16429  24.99501  23.61018
C  28.21519  24.89786  25.11436
O  28.46756  23.56837  25.48158
C  28.39945  23.37594  26.86482
N  27.30442  24.02050  23.09668
H  28.28145  27.22233  23.64753
H  26.64406  26.56115  23.35969
H  27.77757  26.49551  22.14298
H  29.17963  24.87473  23.33698
H  27.29728  25.30148  25.61013
H  29.08877  25.53491  25.41038
H  28.23380  22.38357  27.07193
H  27.68684  24.03806  27.40574
H  29.35900  23.71526  27.30756
H  27.54618  23.10442  23.47267
H  27.35230  23.98797  22.11581
C  16.18286  18.72058  24.38594
C  16.87320  20.03891  24.47004
C  17.81876  20.13252  25.78567
O  17.94797  21.48638  26.10093
C  18.72206  21.84592  27.25573
N  17.78687  20.08294  23.25723
H  16.96245  17.96750  24.48725
H  15.71622  18.64461  23.43409
H  15.41795  18.62263  25.13931
H  16.17967  20.84757  24.41764
H  18.69290  19.50773  25.67208
H  17.26438  19.58026  26.59037
H  18.90172  20.96592  27.85809
H  18.10472  22.48104  27.92856
H  19.60192  22.39845  26.86949
H  18.25728  20.97007  23.25493
H  17.20253  20.00593  22.37994
C  16.01481  21.33107  17.83931
C  17.30612  21.03271  18.51675
C  18.42565  21.89553  17.99381
O  18.76848  21.49681  16.67788
C  19.46905  20.26837  16.50404
N  17.25517  21.20681  19.95458
H  16.07219  21.04114  16.79798
H  15.66736  22.32678  18.01180
H  15.12531  20.81207  18.25448
H  17.56500  19.97612  18.22030
H  19.33482  21.81355  18.67141
H  18.24764  22.98241  17.90630
H  19.96960  20.45530  15.53162
H  18.78314  19.40914  16.43376
H  20.20699  20.09830  17.33675
H  16.46989  20.71928  20.33432
H  17.02487  22.21680  20.12160
C  14.48648  26.03352  21.73427
C  15.95973  25.64802  21.86147
C  16.30690  24.89441  23.12301
O  16.46085  25.76079  24.22202
C  17.39892  25.39038  25.15176
N  16.44678  24.88877  20.70803
H  13.92554  25.13747  21.56073
H  14.21077  26.73858  20.90697
H  14.09540  26.57475  22.60724
H  16.40496  26.64490  21.96967
H  17.22113  24.27851  22.92546
H  15.56183  24.11360  23.34216
H  18.37669  25.18913  24.82420
H  17.09794  24.47792  25.75580
H  17.50642  26.20701  25.80086
H  17.40718  24.61758  20.87813
H  16.20898  25.31149  19.82323
C  30.04724  19.22851  22.54958
C  28.98757  20.11350  23.22622
C  27.58604  19.41023  23.27841
O  26.53797  20.34978  23.66496
C  25.62994  20.62988  22.57546
N  29.46031  20.55951  24.53938
H  30.96925  19.84012  22.29652
H  29.69841  18.76034  21.63386
H  30.37176  18.44620  23.29265
H  28.82755  20.97890  22.56430
H  27.57195  18.60872  24.00361
H  27.35730  18.98519  22.33708
H  24.91309  21.38656  22.83208
H  25.03163  19.75349  22.38424
H  26.20157  20.85630  21.61868
H  28.92192  21.23951  25.03613
H  30.43510  20.95165  24.53533
C  14.34665  18.09516  18.91153
C  15.17494  17.52589  20.08550
C  14.51138  18.01431  21.36516
O  14.42802  19.49782  21.59851
C  13.31525  19.86179  22.41102
N  15.21297  16.08792  20.01800
H  14.22921  19.17279  18.79966
H  13.38302  17.57192  19.03128
H  14.82964  17.69597  17.97468
H  16.12371  18.04071  19.99244
H  14.88977  17.50836  22.21956
H  13.45583  17.65367  21.31652
H  12.31364  19.51705  21.98711
H  13.27181  20.94113  22.50155
H  13.35791  19.40074  23.37146
H  15.35627  15.80547  19.06336
H  15.91159  15.69697  20.59451
C  27.21271  27.81498  18.56342
C  26.23210  26.83870  17.81665
C  25.58760  27.53805  16.63022
O  24.95444  28.74800  16.96502
C  24.19352  29.28217  15.92208
N  26.77550  25.54470  17.48689
H  27.78533  28.34718  17.79745
H  27.92712  27.21926  19.14879
H  26.64947  28.55324  19.14612
H  25.37828  26.54837  18.46063
H  24.88982  26.83764  16.15306
H  26.32190  27.70459  15.79920
H  23.69657  28.52986  15.33391
H  24.74157  29.88284  15.21024
H  23.42312  29.91588  16.44804
H  26.08667  25.00088  16.96950
H  27.58613  25.68162  16.92150
C  23.17794  31.32650  18.82900
C  23.05835  29.86236  19.33570
C  23.20898  29.89576  20.83767
O  23.10788  28.64218  21.42090
C  24.35533  27.87673  21.49769
N  21.98929  29.06180  18.74737
H  23.12343  31.29472  17.75856
H  24.08062  31.83109  19.20167
H  22.31951  31.86581  19.09264
H  24.02246  29.38554  19.03897
H  22.40092  30.49516  21.19947
H  24.19125  30.40211  21.07314
H  25.19467  28.55624  21.71184
H  24.57525  27.54983  20.48563
H  24.18545  27.06298  22.18929
H  21.01918  29.33051  19.03309
H  22.14064  28.13924  19.10334
C  25.50762  17.34430  20.11039
C  25.23931  16.19128  19.07781
C  24.40401  16.63490  17.89625
O  23.29521  17.35257  18.37596
C  22.65629  18.18178  17.40950
N  26.53898  15.56435  18.57903
H  24.71416  17.99982  20.20794
H  26.31972  17.92891  19.70268
H  25.83049  16.87311  21.02178
H  24.66430  15.39933  19.60537
H  24.12510  15.74618  17.32565
H  25.02700  17.27522  17.24352
H  23.37391  18.96915  17.11394
H  21.74944  18.54989  17.88010
H  22.30542  17.59288  16.63031
H  26.34588  14.57706  18.41071
H  26.72063  16.10593  17.73664
C  22.81292  21.20272  13.88751
C  23.45544  21.53377  12.59505
C  22.50508  21.55176  11.40762
O  21.95851  20.27684  11.26363
C  21.11384  20.07561  10.20911
N  24.12258  22.80679  12.65710
H  22.06061  21.98448  14.09670
H  23.58476  21.23913  14.66212
H  22.32817  20.24898  13.88373
H  24.13704  20.68854  12.35717
H  23.07867  21.83069  10.53008
H  21.69250  22.29878  11.52917
H  21.57489  19.99121  9.23093
H  20.38942  20.86217  10.14558
H  20.52953  19.14349  10.33568
H  24.61252  22.98696  11.82416
H  23.52165  23.58204  12.85766
C  19.89575  14.40134  19.24895
C  20.97509  14.45269  20.34156
C  22.02705  13.38750  19.97766
O  22.46057  13.62732  18.68030
C  23.16836  12.61511  18.03893
N  21.66234  15.71268  20.53530
H  19.01117  14.93050  19.58437
H  19.77396  13.35192  18.97267
H  20.22898  14.84362  18.32803
H  20.50578  14.09869  21.29185
H  21.56444  12.37093  20.08385
H  22.86772  13.42267  20.67168
H  23.57354  13.07392  17.12915
H  22.53551  11.82174  17.70992
H  24.04331  12.25912  18.73320
H  21.02799  16.34635  20.92342
H  22.05648  16.09981  19.65584
O  26.42207  23.77708  19.75882
H  25.54893  24.12134  20.11200
H  26.61794  24.40996  19.06683
O  19.91781  17.86968  22.79362
H  20.75111  18.15420  23.18380
H  19.25250  18.60462  22.68937
O  24.23216  24.01043  16.27050
H  24.03300  23.33525  16.94704
H  24.21122  23.39979  15.49757
O  24.36843  23.94884  22.86604
H  24.12327  23.75466  23.78207
H  25.35805  23.85214  22.77877

Cartesian forces (eV/Å) of the 6 atoms listed first:
-0.737 0.001 -0.292
0.768 -0.287 0.073
0.089 -0.824 -1.765
-0.762 0.001 1.046
0.374 0.661 0.320
-0.532 -0.481 0.618

Kohn-Sham gap   9.06 eV
HOMO   -0.312 Ha
Total energy   -149860.002 eV

Here are the Mulliken charges for atoms 1 to 5, given in e:
1 C -2.02
2 C 1.11
3 C -1.53
4 O 0.31
5 C -0.72